1.
This record from the Open Molecules 2025 dataset describes a 2-piece molecular cluster, C4H11N2 overall in a non-equilibrium geometry. The level of theory is the ωB97M-V functional and the def2-TZVPD basis.

```
17
C4H11N2 | the Open Molecules 2025 dataset | the ωB97M-V functional and the def2-TZVPD basis
H 1.2828 1.6761 -1.8526
H 1.9567 1.4115 -0.0677
C 1.5842 0.9429 -1.1086
H -0.5806 -0.6711 -2.3253
H -1.2985 -2.1743 -0.5205
C 0.2474 -0.7254 0.2313
N 0.4572 0.1276 -0.7664
H 2.3942 0.2461 -1.5053
C -0.8031 -0.0875 -1.4433
C -1.1007 -1.1192 -0.2543
N -0.4024 0.2039 2.2147
H -1.5290 0.7660 -1.6179
H 0.8581 -1.0137 1.0841
H -1.3313 0.4675 2.4155
H -1.8320 -0.6936 0.4118
H 0.2351 0.9794 2.0990
H -0.1381 -0.3362 3.0053
```

ΔE to the lowest compared entry with this formula, charge and spin in kJ/mol: 263.07
E_HOMO in eV: -14.45
Frontier orbital gap in eV: 10.8
2S+1: 1
Charge: +1

=====

2.
This record from the Open Molecules 2025 dataset describes C34H39N5O3P2PbS as an isolated structure in a non-equilibrium geometry. The level of theory is the ωB97M-V functional and the def2-TZVPD basis.

```
85
C34H39N5O3P2PbS | the Open Molecules 2025 dataset | the ωB97M-V functional and the def2-TZVPD basis
H -2.4148 -2.4679 0.3893
O 0.8736 -0.1647 5.0388
C -4.9214 -2.9789 -1.7629
C -1.3678 -0.5832 -7.9662
S -0.4056 0.4239 4.7069
C 0.8149 -0.9202 -3.2071
C 2.8204 2.1762 -1.9374
C 3.7790 2.7864 -2.7421
Pb 0.0532 1.1459 0.3004
H 3.6563 -0.3522 -3.8538
C -2.1932 -1.1726 3.6543
N -2.9862 -1.8218 -1.5788
C 3.8366 -3.5839 -1.2742
H -1.8480 -0.9629 -8.8835
H 2.0523 -3.1997 -2.5948
H 1.6756 0.8904 2.5721
H -2.3608 -0.5015 -4.7098
H 5.0330 1.9355 -4.4085
H -3.1997 3.5414 -3.3530
N -0.6307 0.4916 3.0606
C 4.2759 1.7965 -3.6535
C -1.7124 -0.7808 4.8894
H -2.7640 2.5928 -7.4392
P -1.5810 -0.7851 -1.7449
H 1.4878 -1.5903 -3.7612
N 2.7901 -1.5786 -1.3927
C -1.1633 2.3369 -8.8888
H -1.0690 -1.7319 -3.9593
C -1.4347 -0.4614 2.5693
H 0.6418 -1.1882 -8.4048
C -4.0676 -2.1013 -2.4213
C -3.3492 -2.1400 6.0337
H 2.7464 1.3516 1.1854
H 0.1372 0.2451 -9.2876
C -2.9704 2.4879 -3.3630
N 2.7176 0.8319 -2.3197
H 0.9106 2.7309 -9.2932
C -4.3380 -3.2674 -0.4795
C -2.0726 1.8228 -7.8106
H 3.9323 -0.5576 0.1355
C 0.1032 -0.2359 -8.3055
H 0.6832 -0.0259 -3.8364
H -2.5976 1.8904 -1.2250
C 2.8050 -2.8857 -1.8780
O -1.4762 -0.6868 1.3145
C -3.2894 -2.0585 3.5943
H -4.7415 -3.9087 0.2852
C 0.8601 1.9321 -7.2986
H -0.4054 -2.6450 -2.5948
H 1.3495 0.0076 -6.5133
H -3.8127 -2.5247 6.9571
H -3.0585 0.2239 -6.8649
H -3.6962 -2.3558 2.6372
H 0.1931 3.8017 -8.0929
C -2.1870 0.5482 -7.4400
H -3.0903 1.9654 -5.5560
H 2.2012 2.5683 -1.1530
C -3.1557 -2.5652 -0.3987
H -1.3631 -1.4243 -7.2547
H -1.6393 3.2446 -9.2912
O -0.7518 1.6669 5.3343
H -1.0934 1.6391 -9.7356
H 4.0832 3.8192 -2.6867
C -2.2572 -1.2588 6.0868
C -3.8723 -2.5320 4.7864
H -4.7358 -3.2039 4.7567
C 0.7932 0.5913 -7.2546
H -1.8455 -0.9488 7.0487
H 2.2130 -0.3465 1.4079
H 1.5161 2.4941 -6.6305
C -0.5451 -1.6284 -2.9994
C 3.6018 0.6150 -3.3810
C -2.6633 1.6798 -2.2784
C 4.4678 -2.6874 -0.3528
C 0.2533 2.7525 -8.4101
C 3.8127 -1.4683 -0.4272
N -2.3921 0.3803 -2.7466
H 5.3041 -2.9145 0.2995
C 1.9157 0.7093 1.5082
C -2.5506 0.3878 -4.1319
P 1.5761 -0.3402 -1.6604
C -2.9129 1.6618 -4.5352
H 4.0999 -4.6132 -1.4663
H -4.1237 -1.6631 -3.4104
H -5.8503 -3.3693 -2.1411
```

ΔE to the lowest compared entry with this formula, charge and spin in kJ/mol: 0.00
E_HOMO in eV: -8.45
Frontier orbital gap in eV: 8.0
2S+1: 1
Charge: 0

=====

3.
This record from the Open Molecules 2025 dataset describes one molecule with the formula C4H7NO2 in a non-equilibrium geometry. The level of theory is the ωB97M-V functional and the def2-TZVPD basis.

```
14
C4H7NO2 | the Open Molecules 2025 dataset | the ωB97M-V functional and the def2-TZVPD basis
H 0.9300 -0.7177 -2.0466
H 1.2060 0.3154 1.3799
C -0.7001 1.5926 -0.1076
C -0.0419 0.2137 -0.4768
C -0.2018 -1.1808 1.4111
C 0.8466 -0.3619 0.6203
H -0.9802 -0.5688 1.8989
H -1.0042 -0.3046 -0.5615
H -0.1026 0.3541 -2.4572
O -1.0597 1.7469 1.0239
N 0.6458 0.2195 -1.7718
O -0.1931 -2.3592 1.6476
H 1.5318 -1.1878 0.4270
H -0.8764 2.2387 -0.9871
```

SMILES: N[C@H](C=O)CC=O
ΔE to the lowest compared entry with this formula, charge and spin in kJ/mol: 232.04
E_HOMO in eV: -9.70
Frontier orbital gap in eV: 10.4
2S+1: 1
Charge: 0

=====

4.
This record from the Open Molecules 2025 dataset describes one molecule with the formula C2H3Br2NO2 in a non-equilibrium geometry. The level of theory is the ωB97M-V functional and the def2-TZVPD basis.

```
10
C2H3Br2NO2 | the Open Molecules 2025 dataset | the ωB97M-V functional and the def2-TZVPD basis
O 1.2678 1.0177 1.6045
Br 1.3683 1.5111 -1.2005
C -1.0292 0.0166 -0.4650
O 0.2506 -0.8725 1.9193
H -1.4932 -0.8378 0.0883
C 0.4487 -0.1224 -0.4810
N 0.7210 0.0100 1.3010
H -1.4099 0.0441 -1.5845
H -1.1983 0.9547 -0.0050
Br 1.0743 -1.7215 -1.1771
```

SMILES: CC(Br)(Br)[N+](=O)[O-]
ΔE to the lowest compared entry with this formula, charge and spin in kJ/mol: 113.17
E_HOMO in eV: -10.36
Frontier orbital gap in eV: 10.5
2S+1: 1
Charge: 0

=====

5.
This record from the Open Molecules 2025 dataset describes an isolated ion of composition C16H27N2O3S and charge +1 in a non-equilibrium geometry. The level of theory is the ωB97M-V functional and the def2-TZVPD basis.

```
49
C16H27N2O3S | the Open Molecules 2025 dataset | the ωB97M-V functional and the def2-TZVPD basis
O 0.6704 -0.1868 -0.7422
N 1.4250 0.3785 1.7460
H -4.7067 -2.6370 -1.8122
C 1.1265 -0.6855 2.7287
H 2.8925 -1.7312 0.7771
C -2.7592 -2.0144 -1.1713
C 2.7607 1.0036 2.0060
S -0.2905 -1.2229 -0.3871
C 2.9675 2.3145 1.2347
O -5.2485 -0.8546 -3.4872
H 4.5778 -1.5142 0.3680
C -1.7668 -1.0580 -1.3341
H 2.1338 1.6539 -0.6779
H 0.2393 1.8598 2.6515
H 4.7925 0.5496 1.5348
H 2.2132 3.0405 1.5419
H 0.9036 -0.1955 3.6805
C 0.2788 1.3124 1.7072
C -3.0772 0.0962 -2.9669
C 3.8836 -0.0194 1.7310
H 0.2529 -2.4891 1.8411
H 4.0783 -0.6033 2.6329
H 0.4282 2.0120 0.8877
H 3.8959 1.7066 -0.6251
H -3.1814 0.9123 -3.6628
C 3.6513 -0.9807 0.5644
H -1.1183 0.7052 -2.3372
H 3.9258 2.7188 1.5666
N -0.8066 -0.8711 1.2050
C 2.9894 2.1991 -0.2870
O 0.2023 -2.5601 -0.3491
C -1.0389 0.5231 1.4725
H -1.6883 0.5949 2.3493
C -5.5024 0.1476 -4.4526
H 2.9811 3.1964 -0.7191
C -0.0738 -1.5346 2.2555
H -0.7497 -1.7326 3.0923
H -1.5762 0.9327 0.6166
H -4.7608 0.1238 -5.2552
C -3.9153 -1.9116 -1.9067
C -4.0914 -0.8559 -2.8184
H -2.6001 -2.8263 -0.4811
H 3.3717 -0.4639 -0.3478
H 1.4605 -0.0195 0.7734
H -6.4835 -0.0853 -4.8613
C -1.9173 -0.0104 -2.2221
H -5.5260 1.1417 -3.9983
H 1.9995 -1.3197 2.8654
H 2.7768 1.2603 3.0728
```

SMILES: CCC(CC)[NH+]1CCN(S(=O)(=O)c2ccc(OC)cc2)CC1
ΔE to the lowest compared entry with this formula, charge and spin in kJ/mol: 0.00
E_HOMO in eV: -11.77
Frontier orbital gap in eV: 9.6
2S+1: 1
Charge: +1

=====

6.
This record from the Open Molecules 2025 dataset describes one molecule with the formula C11H18OSi in a non-equilibrium geometry. The level of theory is the ωB97M-V functional and the def2-TZVPD basis.

```
31
C11H18OSi | the Open Molecules 2025 dataset | the ωB97M-V functional and the def2-TZVPD basis
H -0.6435 2.7295 2.3289
C -2.7310 -0.7254 0.2622
C 1.2831 -1.5535 1.0890
H -1.0372 -0.0690 -3.4676
Si 0.0515 -0.5062 0.1532
C -3.3679 0.4084 -0.0912
H -1.0030 1.0062 2.6195
C 2.6852 -1.0755 0.8147
H 0.3211 3.2587 -0.3699
O -1.4569 -0.9836 0.6066
H -1.3047 0.8684 -1.9291
H 1.5133 1.9086 -0.5943
H 2.9521 -1.3525 -0.1759
H -4.3291 0.2846 -0.3644
H 1.9025 -2.6144 2.7338
H -2.9894 1.3736 -0.0349
H 1.6652 3.1388 0.7713
C -1.1153 -0.1358 -2.4262
C 0.1558 -0.3861 -1.7293
C 0.9159 2.6028 0.1537
H 2.2959 -0.9517 -2.0773
C 1.2300 -0.6683 -2.4530
C -0.5121 1.7078 2.0322
H 1.2197 -0.5883 -3.5200
C 0.2689 1.4975 0.9705
H 0.1184 -2.6323 2.3616
H 2.6374 -0.0190 0.8603
H -3.2407 -1.7307 0.3160
H -2.0508 -0.8116 -2.2738
H 3.4470 -1.5647 1.3790
C 1.1185 -2.4166 2.0544
```

SMILES: C=CO[Si](C(=C)C)(C(=C)C)C(=C)C
ΔE to the lowest compared entry with this formula, charge and spin in kJ/mol: 478.77
E_HOMO in eV: -8.96
Frontier orbital gap in eV: 9.8
2S+1: 1
Charge: 0